{
  "formula": "C23H36O19S5",
  "method": "ωB97M-V/def2-TZVPD",
  "symbols": ["C", "C", "O", "S", "O", "O", "O", "H", "H", "H", "H", "C", "C", "O", "S", "O", "O", "O", "H", "H", "H", "H", "C", "C", "O", "S", "O", "O", "O", "H", "H", "H", "H", "C", "C", "O", "S", "O", "O", "O", "H", "H", "H", "H", "O", "S", "O", "O", "C", "C", "C", "H", "H", "H", "H", "H", "H", "H", "H", "C", "C", "C", "C", "C", "C", "H", "H", "H", "H", "H", "H", "C", "C", "C", "C", "C", "C", "H", "H", "H", "H", "H", "H"],
  "xyz": [[5.2687, -14.2380, 23.8945], [6.2602, -14.2825, 25.1223], [7.1437, -15.3380, 24.8668], [6.6455, -16.2613, 23.6331], [5.6445, -17.1299, 24.2410], [7.7713, -16.7252, 22.8476], [5.9356, -14.9448, 22.9095], [5.0309, -13.2893, 23.4122], [4.2899, -14.6296, 24.1793], [5.7235, -14.4274, 26.0592], [6.8837, -13.3921, 25.2110], [14.6554, -16.8837, 26.7907], [15.1908, -16.9174, 25.3524], [14.0318, -17.0266, 24.5265], [12.6212, -16.8228, 25.3498], [11.6471, -17.7514, 24.8864], [12.2701, -15.4069, 25.4692], [13.3323, -17.3164, 26.7668], [14.7619, -15.8659, 27.1698], [15.2795, -17.4870, 27.4498], [15.8656, -17.7226, 25.0726], [15.6384, -15.9288, 25.2491], [8.2174, -7.6306, 27.3087], [8.7917, -7.2834, 25.9544], [9.0528, -5.9061, 26.0500], [8.7691, -5.1720, 27.4897], [7.9328, -4.0116, 27.3280], [10.0431, -5.0736, 28.1564], [7.8529, -6.4659, 28.0111], [8.9749, -8.2360, 27.8159], [7.4015, -8.3529, 27.3001], [8.0296, -7.5375, 25.2167], [9.6978, -7.8481, 25.7466], [9.2977, -12.8814, 22.9368], [10.6024, -12.8838, 23.7808], [10.3119, -12.0293, 24.8561], [9.4991, -10.7498, 24.3534], [10.4089, -9.8271, 23.7219], [8.6478, -10.2082, 25.4097], [8.6701, -11.5721, 23.2311], [8.6073, -13.6377, 23.3066], [9.4925, -13.1025, 21.8897], [11.4575, -12.4861, 23.2287], [11.0015, -13.8445, 24.1037], [6.0969, -6.4789, 23.3174], [5.7051, -7.4111, 22.2720], [4.3910, -7.9936, 22.2744], [5.9703, -6.7408, 20.8006], [5.5077, -7.3827, 19.6579], [6.3869, -7.3255, 18.3881], [6.9808, -8.7876, 22.2964], [4.5818, -6.9353, 19.2931], [5.3130, -8.4396, 19.8526], [7.2348, -7.9982, 18.2852], [6.5505, -6.2849, 18.1011], [5.6533, -7.5336, 17.6046], [7.0376, -8.9933, 23.3637], [7.9372, -8.3977, 21.9515], [6.7137, -9.6069, 21.6326], [16.3924, -8.4784, 24.2547], [15.6567, -9.4077, 23.4781], [14.3190, -9.6714, 23.7617], [13.8021, -9.1439, 24.9306], [14.5225, -8.2457, 25.7191], [15.8164, -7.9809, 25.4226], [17.3776, -8.1553, 23.9503], [16.0399, -9.9015, 22.5951], [13.7157, -10.3687, 23.1981], [12.7536, -9.3349, 25.1206], [14.2116, -7.8618, 26.6814], [16.3339, -7.3429, 26.1263], [10.8525, -12.6381, 19.5759], [11.4171, -11.7036, 20.4790], [10.7137, -10.4944, 20.7019], [9.4619, -10.3130, 20.1137], [8.9437, -11.1939, 19.1738], [9.6856, -12.3538, 18.9330], [11.2887, -13.6267, 19.5282], [12.2977, -11.8544, 21.0872], [11.1875, -9.7387, 21.3104], [9.0332, -9.3437, 20.3306], [8.0244, -10.9835, 18.6473], [9.2441, -13.1117, 18.2988]],
  "e_above_lowest_kj_mol": 93.77,
  "largest_force_ev_per_a": 3.17,
  "gap_ev": 9.4,
  "total_energy_ev": -117506.7543
}